[1]
DFT (wB97M-V/def2-TZVPD) results for C54H46AsBrF3IN8O2Zr as an isolated structure.

Structure (XYZ):
```
117
Properties=species:S:1:pos:R:3:forces:R:3
Zr -0.656 0.179 -0.380 0.40 -0.71 1.02
C -3.339 3.730 -5.236 -0.05 0.08 0.07
C -3.935 4.424 -4.170 0.05 -0.04 -0.09
C -3.954 3.897 -2.892 -0.03 -0.09 0.03
C -3.347 2.662 -2.705 -0.03 0.13 0.07
C -3.139 1.839 -1.521 -0.24 -0.30 0.03
N -3.796 1.989 -0.413 0.18 0.10 0.10
C -3.591 1.205 0.646 0.07 -0.16 -0.02
C -4.420 1.296 1.819 -0.23 0.12 -0.08
C -5.594 2.007 2.079 0.08 -0.02 0.00
C -6.127 1.910 3.344 0.02 -0.03 0.08
C -5.509 1.123 4.339 -0.04 0.06 -0.06
C -4.358 0.413 4.079 0.04 0.01 -0.05
C -3.816 0.516 2.796 0.02 -0.12 0.15
C -2.674 -0.101 2.170 0.08 -0.08 -0.04
N -1.990 -1.068 2.757 -0.12 -0.01 -0.10
C -1.263 -1.909 2.065 -0.20 -0.05 -0.05
N -0.972 -1.846 0.718 0.16 -0.02 0.07
C -0.469 -3.043 0.359 -0.04 0.02 0.09
N -0.098 -3.442 -0.858 0.01 0.02 0.00
C -0.318 -2.727 -1.923 -0.18 -0.06 0.01
N -0.917 -1.484 -2.015 0.45 0.21 -0.33
C -1.069 -1.226 -3.349 -0.05 -0.04 0.17
N -1.591 -0.159 -3.915 0.11 0.13 -0.07
C -2.153 0.784 -3.181 -0.20 -0.30 0.07
N -2.324 0.762 -1.836 0.23 0.57 -0.17
C -2.749 1.983 -3.754 0.08 0.00 -0.18
C -2.740 2.499 -5.044 -0.02 -0.08 0.04
C -0.536 -2.324 -4.150 -0.01 0.12 -0.16
C -0.428 -2.501 -5.522 -0.04 0.00 0.03
C 0.201 -3.653 -5.962 0.03 -0.07 0.05
C 0.706 -4.595 -5.053 -0.02 0.06 -0.06
C 0.586 -4.413 -3.687 -0.05 0.01 0.02
C -0.046 -3.255 -3.258 0.07 -0.12 0.09
C -0.411 -3.933 1.507 0.09 -0.18 -0.15
C -0.059 -5.277 1.641 -0.03 0.06 -0.02
C -0.138 -5.834 2.900 -0.02 0.03 0.08
C -0.575 -5.079 4.006 0.05 -0.05 -0.07
C -0.965 -3.764 3.864 0.00 0.00 -0.05
C -0.875 -3.202 2.590 -0.04 0.10 0.16
N -2.560 0.334 0.866 -0.04 0.29 0.11
H -3.342 4.176 -6.223 0.00 0.02 0.00
H -4.375 5.395 -4.354 -0.02 0.00 -0.01
H -4.404 4.426 -2.063 -0.01 0.01 0.01
H -6.055 2.612 1.310 0.00 0.00 -0.02
H -7.036 2.445 3.585 0.00 0.01 0.02
H -5.953 1.079 5.325 -0.02 0.00 0.00
H -3.882 -0.197 4.834 0.00 -0.02 0.00
H -2.263 1.963 -5.853 -0.01 -0.02 -0.01
H -0.815 -1.762 -6.210 0.00 0.01 -0.01
H 0.312 -3.831 -7.023 0.01 0.00 -0.01
H 1.206 -5.477 -5.432 -0.01 -0.01 -0.01
H 0.983 -5.127 -2.979 -0.01 -0.01 0.01
H 0.250 -5.858 0.784 0.04 0.01 -0.01
H 0.130 -6.873 3.042 0.01 0.00 0.02
H -0.615 -5.547 4.980 -0.02 -0.02 0.00
H -1.334 -3.184 4.700 -0.02 0.01 0.01
Br 5.508 -6.237 -1.542 -0.02 0.00 -0.02
C 5.711 -5.418 0.149 0.05 0.00 0.00
C 6.914 -5.617 0.816 0.00 0.02 0.03
C 7.123 -5.044 2.058 0.01 -0.01 -0.02
C 6.125 -4.275 2.639 -0.02 0.01 -0.02
C 4.929 -4.077 1.969 0.03 -0.02 0.02
C 4.707 -4.643 0.715 0.05 -0.03 0.07
I 2.887 -4.262 -0.209 0.03 0.05 -0.03
H 7.681 -6.221 0.352 0.01 -0.01 -0.01
H 8.063 -5.200 2.569 0.00 -0.01 0.01
H 6.275 -3.831 3.614 0.00 0.01 0.01
H 4.146 -3.482 2.421 -0.01 -0.01 0.00
C 3.510 -0.329 1.114 0.09 -0.12 -0.30
As 1.968 -0.005 2.179 -0.30 -0.01 -0.06
C 2.555 1.426 3.292 -0.09 0.23 0.14
C 1.837 -1.535 3.308 -0.13 -0.19 0.04
O 0.492 0.385 1.490 0.13 0.00 0.16
H 4.311 -0.504 1.835 0.04 0.03 -0.02
H 3.742 0.540 0.501 -0.03 -0.03 -0.02
H 3.377 -1.203 0.482 -0.03 0.05 0.04
H 3.504 1.134 3.742 0.00 0.01 0.01
H 1.820 1.641 4.064 0.00 -0.01 0.01
H 2.690 2.313 2.677 0.03 0.00 0.02
H 2.749 -1.600 3.902 0.00 -0.01 0.01
H 1.727 -2.427 2.690 0.01 -0.01 0.02
H 0.967 -1.440 3.955 0.02 0.01 0.02
F 1.877 -0.673 -3.171 -0.10 0.08 -0.06
C 2.368 -1.468 -2.239 0.41 -0.39 -0.56
F 1.300 -0.694 -0.698 -1.12 0.93 0.10
F 3.496 -0.865 -1.903 0.07 -0.02 0.11
C -2.336 3.478 2.153 0.06 0.04 0.00
C -1.039 4.248 2.010 0.01 -0.19 -0.03
C 0.063 3.525 2.779 0.05 0.05 0.02
C -0.595 4.501 0.579 -0.13 0.26 0.05
C -0.506 5.848 0.226 0.00 -0.03 0.01
C 0.073 6.278 -0.951 0.05 -0.03 -0.01
C 0.681 5.326 -1.747 -0.04 0.02 0.02
C 0.607 3.971 -1.450 0.12 0.07 -0.05
C 1.472 3.047 -2.278 -0.11 -0.12 0.21
C 2.497 2.340 -1.386 0.05 0.05 -0.02
C 0.637 2.077 -3.087 0.14 0.06 -0.20
C -0.160 3.528 -0.348 -0.05 -0.22 -0.03
O -0.422 2.200 -0.181 0.26 0.10 -0.32
H -2.655 3.440 3.197 -0.01 0.01 0.00
H -2.156 2.463 1.819 0.02 0.04 0.06
H -3.140 3.908 1.555 0.00 0.00 -0.01
H -1.175 5.234 2.461 0.01 0.01 -0.02
H 0.246 2.555 2.317 -0.01 -0.01 0.02
H -0.238 3.363 3.817 0.01 0.00 0.01
H 0.989 4.105 2.775 0.01 -0.01 -0.01
H -0.888 6.581 0.927 -0.01 0.00 0.00
H 0.113 7.329 -1.201 0.00 0.01 -0.01
H 1.247 5.630 -2.620 0.00 0.00 -0.01
H 2.035 3.666 -2.982 -0.07 0.07 0.01
H 2.001 1.760 -0.605 0.03 0.00 -0.07
H 3.137 3.081 -0.901 0.01 0.00 0.00
H 3.127 1.667 -1.970 -0.01 -0.03 0.01
H 0.139 1.399 -2.396 0.01 -0.20 -0.24
H 1.235 1.499 -3.787 -0.02 -0.08 0.05
H -0.138 2.605 -3.642 -0.02 -0.01 0.02
```
Positions in Å, forces in eV/Å.

Results
* multiplicity: 1
* frontier orbital gap: 4.811 eV
* highest occupied orbital energy: -6.202 eV
* energy relative to the best compared isomer or geometry (same formula, charge and spin): 147.6 kJ/mol

[2]
DFT (wB97M-V/def2-TZVPD) results for C12H13Br3N2 as an isolated structure.

Structure (XYZ):
```
30
Properties=species:S:1:pos:R:3:forces:R:3
Br -1.723 0.641 -2.790 -0.44 -0.85 -0.37
Br 1.092 -1.021 4.812 0.49 1.00 0.38
Br -0.132 -3.779 4.015 -0.55 -1.13 -0.12
C -1.437 -0.081 -1.091 1.88 0.80 0.71
C -0.757 0.701 -0.183 -1.54 -0.29 -0.10
C -0.031 -0.060 2.262 2.72 0.72 2.35
C -1.064 -2.468 1.612 1.06 1.95 0.21
C 0.158 -1.135 3.224 -1.51 1.40 -3.42
C -0.403 -2.353 2.850 -0.48 0.43 -1.08
C -0.588 -0.117 0.986 0.36 -0.63 0.99
C -1.068 -1.370 0.700 -1.32 -2.75 -1.29
N -1.554 -1.382 -0.658 -0.30 0.80 1.15
N 1.154 2.014 -0.668 3.47 0.74 -0.36
C -1.705 -2.556 -1.483 -0.27 -0.75 2.33
C 1.827 3.275 -1.190 -2.57 -0.57 -0.28
C 1.775 0.900 -1.432 -0.11 -0.01 1.48
C -0.273 2.070 -0.399 1.09 1.74 0.99
H 0.593 0.813 2.498 -0.63 0.02 0.06
H -1.586 -3.336 1.371 -0.51 -1.50 -0.40
H -0.760 -2.984 -1.690 1.20 -0.17 -0.76
H -2.302 -2.427 -2.341 -0.60 0.47 -0.94
H -2.155 -3.317 -0.839 -0.42 0.02 -0.25
H 1.696 4.157 -0.579 -0.46 0.01 0.54
H 2.869 3.144 -1.248 1.28 -0.56 -0.08
H 1.465 3.575 -2.223 0.17 -0.49 0.76
H 2.820 0.718 -1.121 -0.33 0.40 0.28
H 1.859 1.133 -2.470 -0.37 -0.01 -1.18
H 1.283 -0.059 -1.255 -0.20 0.25 -0.23
H -0.421 2.668 0.605 0.16 -0.75 -1.99
H -0.633 2.634 -1.275 -1.24 -0.31 0.62
```
Positions in Å, forces in eV/Å.

Results
* multiplicity: 1
* frontier orbital gap: 8.478 eV
* highest occupied orbital energy: -8.036 eV

[3]
DFT (wB97M-V/def2-TZVPD) results for one molecule with the formula C5H8O.

Structure (XYZ):
```
14
Properties=species:S:1:pos:R:3:forces:R:3
C 2.101 -0.071 0.281 -0.11 0.68 0.50
C 0.753 -0.625 0.705 -0.82 -0.36 -0.11
C -0.375 0.238 0.141 1.42 -1.24 1.87
O -0.649 1.306 0.645 -0.02 0.98 -0.88
C -1.607 -0.507 -0.565 -1.54 -0.11 -1.35
C -0.618 -0.227 -1.518 -0.29 -0.01 -0.45
H 2.078 0.192 -0.773 0.24 -0.33 -0.15
H 2.927 -0.724 0.549 0.01 -0.19 -0.25
H 2.268 0.865 0.826 -0.01 -0.07 -0.08
H 0.645 -0.628 1.789 0.05 0.15 0.13
H 0.567 -1.652 0.383 0.32 0.02 -0.24
H -1.796 -1.495 -0.153 0.99 0.13 0.74
H -2.530 0.080 -0.528 -0.18 -0.20 -0.36
H -0.914 0.391 -2.377 -0.06 0.55 0.62
```
Positions in Å, forces in eV/Å.

Results
* multiplicity: 1
* frontier orbital gap: 7.749 eV
* highest occupied orbital energy: -8.848 eV
* energy relative to the best compared isomer or geometry (same formula, charge and spin): 461.9 kJ/mol

[4]
DFT (wB97M-V/def2-TZVPD) results for one molecule with the formula C2H2FNO2.

Structure (XYZ):
```
8
Properties=species:S:1:pos:R:3:forces:R:3
N -0.107 0.075 0.021 0.66 -0.40 0.05
C -1.224 0.796 -0.049 -2.42 -0.67 0.17
O -1.330 1.978 -0.205 0.04 -0.05 0.05
C -2.622 -0.129 0.118 1.89 0.47 -0.25
O -3.688 0.186 0.475 0.16 0.21 -0.09
F -2.338 -1.426 -0.238 -0.06 0.30 0.12
H -0.099 -0.925 0.144 -0.18 0.18 -0.07
H 0.773 0.561 -0.065 -0.09 -0.03 0.01
```
Positions in Å, forces in eV/Å.

Results
* multiplicity: 1
* frontier orbital gap: 11.242 eV
* highest occupied orbital energy: -10.737 eV
* SMILES: NC(=O)C(=O)F
* energy relative to the best compared isomer or geometry (same formula, charge and spin): 0.0 kJ/mol